12
Properties=species:S:1:pos:R:3:forces:R:3 method="wB97M-V/def2-TZVPD" de_lowest_kj_mol=308.64 total_energy_ha=-306.3887 e_lumo_ev=0.188 homo_ev=-9.156 mol_weight_g_mol=86.1 gap_ev=9.34
C -1.63871 -0.20193 0.64363 -0.091 0.015 -0.001
C -0.13347 -0.35401 0.46134 0.033 0.038 0.038
C 0.28913 -0.04738 -0.94477 -0.549 -0.093 -0.375
O -0.38571 -0.01098 -1.92360 0.407 0.007 0.505
C 2.27657 0.99792 -0.29922 0.072 -0.253 -0.342
O 1.69819 0.15816 -1.12430 0.174 0.227 0.233
H -1.94574 0.83168 0.45983 0.043 -0.137 0.026
H -2.19240 -0.83938 -0.05118 0.112 0.077 0.099
H -1.92716 -0.46660 1.66468 0.066 0.027 -0.142
H 0.19371 -1.38086 0.67943 0.003 0.156 -0.091
H 0.44327 0.30039 1.12140 -0.108 -0.080 -0.046
H 3.32232 1.01298 -0.68725 -0.162 0.015 0.094